Entry 1:
Density functional theory data (the ωB97M-V functional and the def2-TZVPD basis) for 13 unconnected molecules or ions with the total composition C19H64N8O13.

```
104
Properties=species:S:1:pos:R:3:forces:R:3
C -2.36980 -2.85835 3.53692 0.12 -0.93 -0.08
C -2.19799 -1.90458 2.37864 -0.43 -0.26 1.37
O -3.37314 -1.18306 2.15067 -0.26 -0.59 -2.29
H -2.57649 -2.34655 4.42336 -0.31 1.37 1.57
H -1.47218 -3.41814 3.80338 0.01 -0.25 -0.47
H -3.23972 -3.52683 3.47302 0.40 -0.04 -0.65
H -1.94954 -2.45852 1.52392 0.09 -0.60 -1.49
H -1.39435 -1.21392 2.53581 0.73 0.38 0.31
H -3.64255 -0.75833 2.92768 -0.47 0.89 1.82
C 1.98998 2.61661 2.76069 -0.59 -1.68 0.80
C 2.83779 2.30430 3.93370 -0.51 -1.71 -0.32
O 4.14869 2.64420 3.63374 -0.07 1.26 -1.48
H 0.99268 2.43945 3.12183 -0.76 -0.46 -0.35
H 2.21105 1.94933 1.91676 -0.04 0.69 0.23
H 1.98744 3.63260 2.54885 0.47 1.83 -0.96
H 2.78137 1.22258 4.11681 -0.05 -0.07 -0.06
H 2.41676 2.72357 4.82743 0.13 0.93 0.67
H 4.66854 2.35566 4.33514 1.71 -0.65 1.77
C 4.57254 -1.64720 0.04231 0.69 -0.12 0.36
C 3.93501 -0.63329 0.99033 1.37 0.41 -0.85
O 2.72110 -0.23249 0.44313 -1.01 -0.48 -0.65
H 4.24023 -2.63645 0.27738 0.09 -0.77 0.58
H 5.64671 -1.55088 0.16155 0.25 -0.44 0.07
H 4.40199 -1.64873 -1.03563 -0.20 1.01 0.09
H 4.55191 0.30088 1.03645 -0.04 -0.84 0.38
H 3.78250 -1.06426 1.99103 0.23 0.16 -0.23
H 2.26441 0.16910 1.16694 -1.12 0.74 0.74
C 2.15285 -2.65535 -2.97759 -0.26 0.58 1.21
C 1.70572 -1.22438 -2.68656 -0.24 -1.68 0.20
O 2.81591 -0.41153 -2.40542 1.02 0.14 1.89
H 2.59967 -2.71523 -3.93934 0.58 0.06 -0.84
H 1.26952 -3.25486 -2.97577 -0.52 -0.84 0.12
H 2.85560 -3.00553 -2.22188 -0.03 -0.21 -0.05
H 0.97512 -1.14457 -1.85506 0.34 -0.29 -0.48
H 1.20039 -0.98390 -3.60295 -0.09 1.24 -0.35
H 3.00748 -0.56776 -1.41374 -0.55 0.62 -2.24
C 2.41908 -2.04722 4.54197 -0.17 0.40 -0.07
C 1.08637 -1.62590 3.99347 0.05 0.95 0.12
O 1.25594 -0.51430 3.02952 1.88 -2.08 2.51
H 3.09303 -1.20565 4.51380 0.34 0.28 0.12
H 2.80190 -2.82634 3.91774 0.62 -0.59 -0.16
H 2.30599 -2.37404 5.57226 0.16 -0.22 0.00
H 0.47002 -1.32545 4.84302 -0.23 0.54 -0.19
H 0.59911 -2.51664 3.60573 -0.19 0.20 -0.77
H 0.46352 -0.48525 2.56326 -2.25 0.62 -1.65
C -1.64355 4.47319 -1.53219 -0.46 -0.11 0.17
C -1.37085 3.81305 -2.85616 -0.82 0.47 0.33
O -1.05998 2.45645 -2.59816 0.25 0.55 -0.34
H -1.97186 5.50519 -1.49879 0.08 0.31 -0.60
H -0.76353 4.37682 -0.92042 0.20 -0.23 0.57
H -2.48487 3.89850 -1.14877 0.05 -0.07 0.72
H -0.57517 4.28546 -3.39322 0.49 0.05 -0.51
H -2.28927 3.79289 -3.43089 -0.05 0.44 -0.66
H -1.89571 1.99729 -2.61877 -0.72 0.01 0.26
C -1.56995 -3.39155 -1.97503 7.55 -5.36 3.15
O -0.56911 -4.38196 -1.85877 -4.63 5.06 -0.49
N -1.62358 -2.25988 -1.34183 2.46 1.61 3.36
N -2.51241 -3.58302 -2.78747 -6.91 -2.34 -5.51
H -0.88930 -2.07676 -0.59838 -0.61 -0.45 -1.09
H -2.47602 -1.77292 -1.14958 -0.94 0.38 -0.25
H -2.55197 -4.50307 -3.28069 0.21 1.23 0.85
H -3.39515 -2.97779 -2.94642 2.13 -1.28 1.09
C -3.95359 0.92663 -1.54767 2.29 -8.36 3.88
O -3.57454 -0.34128 -1.05729 -2.23 5.86 -2.22
N -3.59832 1.28218 -2.71657 0.95 0.78 -4.31
N -4.60303 1.75584 -0.83551 -3.19 3.04 3.63
H -3.11431 0.53540 -3.20904 -0.01 0.17 -0.50
H -4.15471 1.96750 -3.20893 0.22 -0.15 -0.19
H -4.97646 1.35082 0.04618 0.52 0.87 -0.91
H -4.78823 2.77951 -1.06533 0.42 -2.28 0.40
C -1.25465 -0.63412 -4.54983 3.78 6.80 -4.89
O -0.73637 0.18258 -5.54410 -2.59 -3.68 4.66
N -1.30593 -0.24399 -3.26857 -0.18 0.59 0.98
N -1.73425 -1.79720 -4.81763 -1.63 -3.92 -0.89
H -1.07633 0.70982 -2.94454 0.70 -1.59 -1.06
H -1.40415 -0.97938 -2.56505 0.09 0.52 -0.04
H -1.73218 -2.16920 -5.77877 0.26 0.67 1.01
H -2.09437 -2.40880 -4.05338 0.75 0.72 -1.38
C 1.88003 2.51567 -0.97406 -2.92 2.07 2.85
O 1.12738 3.22312 -0.04858 3.18 -2.78 -4.43
N 1.43080 1.86264 -2.04940 -2.79 2.69 0.57
N 3.18524 2.38696 -0.83649 3.10 1.31 2.99
H 0.49734 2.16481 -2.39819 1.09 -1.01 0.52
H 1.89530 1.04883 -2.33235 1.03 -1.10 -0.85
H 3.67705 2.76506 0.01264 -1.23 -0.54 -1.25
H 3.78705 1.82514 -1.40934 -0.45 -0.09 -0.52
C -2.97820 2.80702 1.93481 0.75 -0.49 0.32
O -3.65428 3.90803 2.40504 -0.91 1.28 1.43
H -1.95101 2.85220 2.21249 1.13 -0.04 -0.02
H -3.04164 2.82809 0.88465 -0.05 -0.34 -1.24
H -3.35298 1.89857 2.36370 -0.48 -0.90 -0.09
H -3.49502 3.88696 3.36109 -0.35 0.51 -0.34
C 1.32124 -3.13938 0.50317 1.58 0.15 0.60
O 0.51750 -1.99285 0.37610 -0.52 -0.03 0.44
H 2.04438 -3.16514 -0.30458 -0.07 -0.27 -0.45
H 0.70952 -4.03257 0.44463 -0.01 -0.01 0.27
H 1.99973 -3.04482 1.40777 -1.12 -0.44 -0.41
H 1.13282 -1.25407 0.39060 0.13 0.40 -0.04
C -0.94213 0.74345 0.11643 0.38 -0.43 -0.13
O -0.11370 1.18900 1.16162 -1.34 -2.47 1.85
H -1.37233 1.61877 -0.31649 -0.55 0.51 -0.71
H -1.76461 0.08407 0.44859 0.65 0.27 0.14
H -0.29455 0.24907 -0.63210 -0.64 -0.01 -0.03
H 0.48662 1.81037 0.80555 1.09 1.97 -0.91
```
Forces are in eV/Å.

Output
HOMO in eV: -8.8
LUMO level in eV: 0.08
ΔE to the lowest compared entry with this formula, charge and spin in eV: 8.700
Kohn-Sham gap in Ha: 0.326

=====

Entry 2:
Density functional theory data (the ωB97M-V functional and the def2-TZVPD basis) for 14 unconnected molecules or ions with the total composition C19H66N8O14.

```
107
Properties=species:S:1:pos:R:3:forces:R:3
C 0.72492 -3.33087 4.26110 0.51 -0.48 1.22
C -0.31708 -3.19987 3.23410 -0.53 0.89 1.10
O -0.04608 -1.93987 2.63310 -0.22 -0.91 -1.37
H 0.79192 -2.41087 4.83810 0.28 0.11 0.03
H 1.63092 -3.53487 3.72110 0.78 0.24 0.02
H 0.56192 -4.12987 4.96510 -0.16 -0.55 0.28
H -1.32408 -3.24287 3.64510 -0.43 0.28 0.19
H -0.26308 -4.08487 2.63310 0.18 0.02 -1.39
H -0.49008 -1.23187 3.13210 -0.07 -0.64 -0.48
C 5.09092 0.84613 0.94910 1.53 0.57 -1.69
C 4.24192 -0.28487 0.43810 1.76 -1.03 -1.02
O 2.90292 -0.26487 0.78310 -0.59 0.84 -0.19
H 4.77692 1.85513 0.65510 -0.29 -0.30 -0.06
H 6.12892 0.72213 0.49310 -1.16 0.06 0.62
H 5.23292 0.86813 1.98910 0.04 -0.19 1.62
H 4.67292 -1.24987 0.74510 -0.03 0.13 0.21
H 4.35992 -0.30687 -0.64090 -0.48 0.11 -0.31
H 2.97092 -0.25387 1.73110 -0.97 -0.32 0.84
C -2.42908 -4.42487 0.35910 1.34 1.57 2.19
C -2.87908 -2.98687 0.59110 1.20 -0.70 1.17
O -3.30808 -2.52187 -0.63290 -0.80 0.58 -1.61
H -3.17008 -5.02687 -0.00890 -2.05 -1.41 -0.95
H -2.02408 -4.86987 1.26510 -0.24 -0.02 0.32
H -1.60108 -4.44187 -0.28590 1.06 0.04 -1.24
H -2.01808 -2.37087 0.95910 -0.54 -0.41 -0.01
H -3.67808 -2.95087 1.33310 -0.09 0.05 0.16
H -3.72608 -1.65287 -0.54690 0.41 0.11 -0.16
C 1.84592 3.10913 0.34910 -0.25 -1.46 1.90
C 1.44792 3.58513 -0.98990 1.13 0.01 0.14
O 0.65792 4.71913 -0.83190 -0.42 1.47 0.39
H 2.36892 3.84413 0.93510 0.44 0.61 -0.06
H 2.42292 2.16113 0.44510 -0.31 0.63 -0.71
H 0.96492 2.89213 0.95610 -0.22 -0.03 0.02
H 0.84892 2.88813 -1.50890 -0.22 -1.40 -0.82
H 2.36292 3.82113 -1.51290 0.22 0.06 -0.75
H 0.42792 5.04513 -1.70190 -0.12 0.17 -0.16
C 4.12592 1.73213 -2.49490 0.57 -0.10 0.99
C 5.31392 2.57913 -2.00190 0.32 -1.56 -0.19
O 6.15292 2.74913 -3.11790 1.59 0.09 -0.63
H 4.47892 0.77613 -2.88590 0.15 -0.25 0.60
H 3.65092 2.11713 -3.37390 -0.35 1.00 -0.28
H 3.40592 1.61513 -1.68490 -0.20 -0.32 -0.17
H 5.92192 2.09013 -1.20390 -0.86 0.10 -0.44
H 5.04992 3.54213 -1.60490 -0.46 0.57 0.03
H 6.95592 2.20413 -3.00090 -0.76 0.56 -0.16
C 2.06292 -3.08887 0.04610 6.09 -1.36 6.48
O 2.89092 -3.22287 1.23710 -3.86 0.62 -5.56
N 2.55192 -3.22987 -1.14990 1.17 0.25 -2.17
N 0.81092 -2.89687 0.10710 -4.95 0.17 1.22
H 3.53092 -3.29687 -1.24490 0.94 -0.17 0.14
H 2.03892 -2.93487 -1.98990 -0.04 -0.38 0.18
H 0.38592 -2.80387 1.02210 0.41 0.31 -0.22
H 0.13192 -2.92787 -0.68990 1.55 -0.04 1.17
C -0.36908 0.77613 3.94510 0.03 6.57 -5.92
O -0.02108 1.83813 3.15910 -1.40 -4.94 3.68
N 0.25192 0.45513 4.99710 4.35 1.97 6.87
N -1.38308 -0.02087 3.74310 -4.22 -1.96 -0.17
H 0.54192 1.36813 5.52710 0.00 -2.73 -1.20
H -0.06008 -0.32887 5.59110 0.33 0.95 -0.58
H -2.12908 0.21013 3.08710 0.14 -0.07 -0.38
H -1.75208 -0.58687 4.55510 0.65 1.15 -1.37
C -0.27008 -3.19387 -2.92290 4.95 -1.83 -4.62
O 0.97492 -3.03787 -3.40290 -4.45 -0.51 1.67
N -0.73508 -2.39887 -2.02790 -0.91 3.91 1.93
N -1.02608 -4.22587 -3.39790 -0.94 0.40 0.51
H -0.11908 -1.53887 -1.85090 -1.13 -1.01 -0.10
H -1.69208 -2.34087 -1.62590 0.50 -0.42 -0.67
H -0.59708 -4.85687 -4.08290 -0.61 0.67 0.59
H -2.04708 -4.17087 -3.19190 1.46 -0.57 -0.58
C -2.62908 3.43513 0.69310 -5.38 -1.04 -1.55
O -3.85308 3.15413 0.11210 5.45 1.38 2.32
N -1.87908 4.48713 0.45010 1.13 3.22 -3.31
N -2.14608 2.74113 1.69910 -0.33 -2.63 0.93
H -2.21308 5.07213 -0.39090 1.12 -1.32 1.96
H -0.83008 4.41513 0.61310 -2.11 0.42 -0.57
H -2.65408 1.86113 1.78510 0.33 0.25 0.27
H -1.17208 2.68813 2.03410 -0.64 0.35 -0.20
C 1.12592 0.30713 -4.25790 2.11 -1.03 -0.17
O 0.34292 1.32013 -4.73790 -2.33 1.77 -0.19
H 1.90492 0.25113 -4.97490 1.36 -0.81 -0.47
H 0.73792 -0.69387 -4.12890 -0.85 -0.17 -0.12
H 1.60792 0.57913 -3.33690 -0.10 0.37 0.62
H 0.35292 1.35913 -5.70190 -0.05 -0.21 0.41
C -4.82508 0.89913 2.54810 -0.67 0.40 0.54
O -3.60908 0.42113 2.02910 0.29 -0.99 0.42
H -4.70708 1.36613 3.54410 0.41 -0.35 -0.51
H -5.58808 0.14613 2.63310 -0.14 -0.88 0.27
H -5.28108 1.63013 1.91810 0.08 0.91 -0.65
H -3.67908 0.08013 1.10810 -0.05 0.78 0.34
C -2.03208 2.34913 -2.50890 0.68 1.35 0.09
O -1.68108 1.02013 -2.60890 0.48 -1.90 -0.43
H -3.10308 2.49713 -2.29090 0.44 -0.04 -0.23
H -1.68908 2.84313 -3.41090 -0.58 0.51 -0.44
H -1.44308 2.82913 -1.71790 -0.33 0.11 0.30
H -0.88308 0.94513 -3.18090 -0.94 0.14 0.48
C -5.24208 0.14813 -0.73290 -0.66 -0.53 -0.78
O -3.86008 0.22713 -0.59490 0.66 -0.69 0.28
H -5.59108 -0.22187 0.20710 -0.65 -0.41 0.51
H -5.50708 -0.56187 -1.54390 -0.14 0.39 0.37
H -5.68408 1.11313 -0.89290 -0.25 0.53 -0.19
H -3.49908 0.77613 -1.28190 0.69 0.42 -0.35
C -0.28708 0.50613 0.00510 -0.27 -3.07 1.28
O 0.57792 -0.11987 -0.95190 -0.33 1.00 0.05
H -0.48908 1.51613 -0.12990 -0.32 1.73 -0.92
H -0.00308 0.41013 1.07110 0.78 -0.09 -0.63
H -1.19308 -0.10887 -0.00790 -0.41 0.54 -0.26
H 1.41292 -0.28187 -0.51590 0.70 -0.15 0.44
```
Forces are in eV/Å.

Output
HOMO in eV: -7.8
LUMO level in eV: 0.01
ΔE to the lowest compared entry with this formula, charge and spin in eV: 0.000
Kohn-Sham gap in Ha: 0.286